A.
C32H88N8O8 | wB97M-V/def2-TZVPD

Properties
highest occupied orbital energy = -0.31480 Ha
structure (SMILES) = COC[C@H](C)N.COC[C@H](C)N.COC[C@H](C)N.COC[C@H](C)N.COC[C@H](C)N.COC[C@H](C)N.COC[C@H](C)N.COC[C@H](C)N
frontier orbital gap = 9.09 eV

Positions of all 136 atoms, in Å:
H1 6.396 -2.655 3.133
H2 -3.472 -7.939 -5.562
H3 -3.195 5.322 -0.060
N1 -2.903 -4.086 0.082
H4 -2.509 3.825 -4.674
O1 -3.295 -6.682 -3.953
H5 0.193 -0.782 -0.340
C1 4.345 -1.310 3.673
H6 -3.571 0.257 6.082
H7 -3.148 -0.340 -1.111
N2 6.114 -2.522 0.352
C2 -4.092 -3.727 0.854
H8 7.978 -3.828 1.505
H9 3.843 8.592 -0.469
H10 2.539 9.356 -1.099
H11 -3.914 6.411 -1.329
H12 -0.928 0.790 5.847
O2 -3.266 -3.927 3.030
H13 0.555 1.814 -0.226
O3 -1.516 0.356 -0.189
H14 -3.885 -5.566 1.993
H15 3.429 -0.722 3.653
H16 -6.094 0.107 4.088
H17 5.527 -1.764 0.703
H18 6.321 -0.096 -2.154
H19 -5.221 -4.556 2.545
H20 -6.258 -1.606 4.590
H21 -3.039 -3.368 -1.954
O4 -2.616 4.957 -1.989
N3 3.010 0.188 -2.328
H22 -1.426 -1.272 5.577
H23 -1.285 -5.152 -1.993
H24 -4.520 4.860 -1.275
H25 -2.388 -4.264 -4.725
H26 -2.920 -5.104 0.027
H27 2.786 7.009 -2.454
H28 0.207 8.240 0.344
H29 2.724 3.994 -0.434
H30 7.057 -2.150 0.350
H31 0.424 8.236 -1.498
C3 -5.680 -0.695 4.713
H32 4.263 2.423 -3.386
H33 -5.820 -0.367 5.749
H34 -1.963 -1.596 -0.576
H35 0.101 1.445 2.680
N4 -1.197 1.194 4.957
H36 -0.629 3.659 -3.225
H37 2.280 7.040 0.604
H38 4.629 4.449 -1.520
H39 -2.516 -6.432 -5.814
H40 -3.072 -0.773 0.609
H41 -4.238 -6.360 -5.839
H42 -3.671 -5.070 4.752
C4 -5.369 -3.708 -0.013
H43 -4.515 -5.005 -3.989
C5 -1.437 -1.129 4.487
C6 -3.635 -5.402 -3.472
H44 1.219 3.601 -1.324
N5 -2.796 -3.161 -2.925
H45 6.451 4.503 -1.340
H46 -5.234 -3.089 -0.896
H47 -2.295 0.464 3.295
H48 -4.049 -2.697 1.220
H49 3.696 6.270 -1.152
H50 -3.948 1.328 4.711
H51 0.032 6.833 -0.609
C7 -2.369 2.872 -4.157
C8 -3.624 -4.036 4.385
N6 2.840 8.701 -0.389
C9 -2.492 -0.680 -0.311
H52 -0.921 -5.929 -3.409
O5 -4.299 -0.658 4.357
H53 5.201 -3.961 3.327
C10 -3.403 -6.877 -5.353
H54 -3.906 -5.572 -2.426
H55 -1.968 -2.582 -2.860
C11 5.863 -3.593 1.311
C12 -3.583 5.402 -1.077
C13 0.560 1.146 0.635
H56 -6.200 -3.380 0.614
H57 -0.948 1.400 -1.632
C14 -4.200 -4.523 2.146
C15 -1.159 -4.917 -3.053
C16 7.117 -4.483 1.336
H58 2.432 0.050 0.340
C17 2.683 6.534 -1.479
C18 2.090 7.432 -0.399
H59 7.123 -5.348 1.997
H60 4.369 -1.798 4.655
H61 -0.385 -1.151 4.215
C19 -2.189 3.621 -1.776
C20 2.020 0.864 0.953
H62 -0.353 -4.206 -3.208
H63 -2.018 -1.945 4.056
H64 3.596 2.536 -1.747
N7 0.023 1.916 1.785
C21 4.364 0.663 -2.031
C22 5.400 -0.210 -2.721
C23 5.601 4.201 -1.940
H65 5.125 -1.264 -2.757
C24 0.620 7.755 -0.537
H66 -3.340 2.391 -4.045
C25 5.490 -3.106 2.703
O6 5.662 2.762 -1.980
C26 1.742 4.368 -0.755
C27 -2.475 -4.421 -3.647
H67 5.657 4.505 -2.986
H68 -5.653 -4.719 -0.324
H69 -1.706 2.061 5.104
H70 2.955 -0.025 -3.323
C28 -1.458 2.999 -2.954
C29 -3.548 0.337 4.987
H71 5.191 -0.611 3.682
H72 -4.618 -3.596 4.504
H73 -1.505 3.723 -0.919
H74 4.582 0.518 -0.966
C30 -2.167 0.229 4.355
O7 1.879 5.390 -1.720
H75 2.673 1.707 0.731
H76 -0.527 -0.638 1.293
H77 -1.814 2.330 -4.934
C31 4.443 2.158 -2.336
H78 5.446 0.115 -3.766
O8 4.432 -2.188 2.582
H79 1.241 4.607 0.189
H80 -0.983 1.005 -3.237
H81 5.109 -4.249 0.863
H82 -0.958 1.995 1.524
H83 2.369 0.981 -2.263
C32 -0.278 -0.095 0.374
H84 2.239 0.447 1.939
H85 -2.163 -3.887 0.760
H86 -2.941 -3.567 5.089
H87 7.243 -4.877 0.325
H88 -3.029 3.005 -1.432
N8 -0.794 1.750 -2.581

Löwdin atomic charge list, values in e, 8 entries: atom 1 (H): 0.130, atom 2 (H): 0.085, atom 3 (H): 0.090, atom 4 (N): 0.054, atom 5 (H): 0.078, atom 6 (O): -0.198, atom 7 (H): 0.130, atom 8 (C): -0.117

=====

B.
C32H88N8O8 | wB97M-V/def2-TZVPD

Properties
highest occupied orbital energy = -0.32968 Ha
structure (SMILES) = COC[C@H](C)N.COC[C@H](C)N.COC[C@H](C)N.COC[C@H](C)N.COC[C@H](C)N.COC[C@H](C)N.COC[C@H](C)N.COC[C@H](C)N
frontier orbital gap = 9.49 eV

Positions of all 136 atoms, in Å:
H1 31.477 -4.080 -6.154
H2 27.572 1.081 -0.156
H3 21.057 -6.611 -8.607
N1 33.310 -2.034 -10.098
H4 25.590 -6.487 -7.767
H5 32.719 -7.664 -1.767
H6 23.896 -8.121 -2.971
C1 28.357 -1.089 -9.079
N2 29.337 -0.769 -6.894
H7 26.218 -0.211 -1.654
H8 28.900 2.461 1.579
H9 34.847 -3.810 -8.581
C2 32.138 -4.023 -9.360
H10 24.749 -1.489 -5.637
H11 30.324 1.380 1.068
H12 27.917 -1.946 0.133
H13 27.262 -2.802 -6.510
H14 21.989 -5.350 -7.790
H15 35.206 -0.072 -4.229
H16 33.186 -3.833 -11.192
H17 35.342 -5.380 -2.019
C3 24.783 -3.977 -3.448
H18 34.195 -1.598 -10.328
O1 21.979 -7.217 -6.891
H19 31.007 -0.827 -1.118
C4 31.325 -4.358 -7.198
H20 24.151 -9.780 -5.091
O2 25.185 -3.526 -9.556
H21 29.362 -1.204 -9.482
C5 26.714 -4.742 -4.525
H22 22.405 -9.761 -4.591
H23 25.868 -0.571 -4.667
C6 29.421 1.505 1.672
H24 29.187 -5.347 -1.230
H25 27.873 -2.034 -8.825
H26 33.171 -1.772 -9.123
C7 23.181 -9.294 -5.197
C8 27.046 0.187 -7.218
C9 26.729 -1.141 -1.389
N3 33.185 -6.915 -2.271
O3 31.047 -5.310 -0.317
N4 25.309 -5.684 -11.150
H27 32.253 -3.882 -1.311
O4 31.861 -1.761 -2.841
H28 27.202 1.018 -6.523
H29 25.636 -1.575 -9.498
H30 32.371 -2.282 -5.582
H31 29.916 -1.685 -2.190
H32 26.929 -5.363 -3.646
H33 26.829 -4.303 -6.947
H34 26.193 -7.239 -9.070
O5 26.532 -0.938 -6.499
H35 20.428 -5.831 -7.159
H36 24.891 0.319 -5.805
H37 25.605 -4.711 -11.199
H38 24.492 -1.935 -10.748
H39 22.045 -6.042 -5.109
H40 29.074 0.144 -0.465
H41 26.173 -6.214 -11.205
C10 33.199 -0.583 -4.399
H42 24.159 -3.100 -3.263
H43 33.835 -1.932 -2.813
H44 28.977 -3.848 -3.538
H45 31.006 -5.407 -7.212
H46 26.087 -5.385 -5.162
C11 23.196 -7.797 -4.936
H47 34.498 0.458 -5.552
H48 35.433 -3.703 -10.347
H49 30.666 -0.129 -2.658
N5 34.336 0.339 -4.558
H50 34.125 -2.360 -5.223
C12 27.957 -4.338 -5.317
H51 30.393 -3.813 -7.411
H52 27.604 -1.284 -2.028
C13 33.307 -3.480 -10.165
H53 28.424 -2.429 -4.297
H54 34.158 -4.293 -2.637
H55 31.989 -5.068 -9.679
H56 34.574 -4.054 -0.990
H57 29.171 -4.823 0.443
H58 26.466 -0.488 1.777
O6 32.433 -4.052 -7.978
H59 25.440 -0.593 0.601
C14 29.759 -4.797 -0.471
N6 26.216 -1.118 1.009
H60 33.439 -6.173 -0.411
H61 32.291 -0.003 -4.592
H62 26.355 0.475 -8.015
C15 34.673 -4.015 -9.636
H63 33.347 -0.381 -2.222
H64 31.374 -4.986 -2.278
H65 28.920 -0.748 -5.968
H66 24.142 -4.617 -4.063
H67 23.229 -4.276 -9.934
H68 22.354 -7.731 -3.046
H69 26.018 -1.956 -1.496
C16 33.281 -1.702 -5.451
H70 34.654 -5.113 -9.581
C17 28.412 -0.162 -7.864
C18 25.872 -6.219 -8.793
O7 25.944 -3.615 -4.172
C19 34.444 -4.845 -1.728
O8 28.629 0.346 1.501
H71 26.844 -5.730 -8.746
C20 31.942 -4.937 -1.336
C21 33.106 -1.129 -2.987
H72 22.921 -9.499 -6.243
C22 33.239 -5.736 -1.396
H73 25.104 -4.418 -2.503
H74 29.714 1.483 2.726
C23 21.987 -7.064 -5.505
C24 28.853 -3.409 -4.535
H75 31.165 -3.570 -9.579
N7 27.628 -3.754 -6.635
H76 27.762 -0.660 -9.892
H77 23.944 -6.527 -9.865
H78 29.743 -3.759 -0.824
H79 23.858 -4.484 -8.303
H80 23.943 -1.903 -9.060
C25 24.134 -4.482 -9.358
C26 24.766 -2.201 -9.718
H81 24.055 -7.349 -5.446
H82 28.563 -5.206 -5.602
C27 27.313 -1.038 0.039
C28 24.783 -5.834 -9.778
H83 33.545 -1.261 -6.415
C29 28.176 0.223 0.153
H84 29.293 -1.765 -7.100
H85 29.808 -3.152 -4.991
C30 30.828 -1.095 -2.166
N8 23.246 -7.550 -3.495
H86 28.821 0.776 -8.258
H87 21.071 -7.456 -5.038
C31 25.412 -0.628 -5.664
C32 21.338 -6.216 -7.632
H88 32.514 -6.737 -3.018

Löwdin atomic charge list, values in e, 8 entries: atom 1 (H): 0.061, atom 2 (H): 0.130, atom 3 (H): 0.093, atom 4 (N): 0.029, atom 5 (H): 0.064, atom 6 (H): 0.068, atom 7 (H): 0.072, atom 8 (C): -0.069

=====

C.
C32H88N8O8 | wB97M-V/def2-TZVPD

Properties
highest occupied orbital energy = -0.30907 Ha
structure (SMILES) = COC[C@H](C)N.COC[C@H](C)N.COC[C@H](C)N.COC[C@H](C)N.COC[C@H](C)N.COC[C@H](C)N.COC[C@H](C)N.COC[C@H](C)N
frontier orbital gap = 8.78 eV

Positions of all 136 atoms, in Å:
H1 -1.947 -3.985 4.017
C1 0.757 0.061 0.041
H2 2.056 -4.887 -1.206
H3 3.121 -3.206 -4.936
H4 -0.262 4.855 -3.306
H5 -6.251 -1.217 -1.642
H6 4.652 3.008 -2.361
C2 -8.396 -0.945 0.853
C3 -2.219 -4.001 5.073
C4 0.904 0.991 -1.163
C5 1.257 1.799 4.241
H7 1.226 -3.380 -3.111
H8 -7.814 -1.365 -1.342
H9 -1.427 -0.354 0.022
H10 -0.274 3.837 -8.620
H11 2.073 -0.519 -2.601
H12 2.583 -2.495 -0.892
H13 -8.618 -0.217 1.634
H14 1.128 -2.502 2.571
C6 1.764 -1.652 -4.330
H15 -1.796 3.097 -8.881
C7 -5.769 -0.751 1.033
C8 5.555 3.257 -1.804
H16 -9.212 -0.897 0.132
C9 4.499 2.554 0.247
C10 -1.261 3.729 -8.171
H17 -8.404 -1.948 1.280
H18 3.062 3.982 4.409
C11 6.409 4.513 -2.345
C12 4.046 -5.426 -0.550
H19 -2.538 -1.050 1.807
H20 -1.591 -3.720 -2.773
H21 1.991 -5.281 1.341
H22 -6.176 -1.252 6.960
C13 -5.496 -1.980 6.518
C14 -0.032 3.124 -4.631
H23 -5.297 2.164 2.589
C15 -0.661 0.119 0.636
H24 4.162 0.888 5.804
C16 -0.374 3.932 -5.910
H25 3.551 2.240 -0.190
O1 -0.637 -0.421 1.914
H26 1.392 4.614 -3.797
H27 1.519 0.281 0.788
H28 5.648 5.294 -2.360
H29 -0.946 2.685 -4.233
H30 7.837 4.274 -4.106
H31 0.954 -1.922 0.185
C17 2.270 -4.359 0.832
H32 6.446 5.158 -4.528
C18 2.616 -2.367 -5.415
H33 6.387 3.453 -4.334
H34 6.238 2.407 -1.798
H35 4.282 2.980 1.226
C19 6.777 4.357 -3.866
H36 0.549 4.350 -6.312
H37 -0.474 -2.995 2.005
N1 3.238 -3.232 -1.112
H38 0.631 -4.202 2.759
C20 -5.122 -1.760 5.007
H39 3.982 2.694 3.573
C21 -5.297 1.431 1.782
H40 -4.620 -1.822 7.148
H41 0.696 3.581 -2.637
H42 0.532 0.517 -2.072
H43 4.437 3.180 5.119
H44 1.038 1.438 -4.043
O2 -1.116 3.082 -6.888
H45 2.981 -3.928 1.538
H46 -2.752 -4.935 5.254
H47 -4.584 -0.823 4.859
H48 -1.771 -1.250 3.444
O3 0.580 3.007 4.148
C22 -4.120 -2.861 4.557
H49 1.982 -2.761 -6.210
H50 -2.277 0.361 2.825
N2 -6.903 -1.528 -0.936
H51 -1.097 2.237 3.278
H52 2.790 0.019 5.451
H53 4.070 -2.935 -0.624
O4 -5.787 0.163 2.143
H54 1.973 1.131 -1.324
H55 -4.902 -0.557 0.401
H56 7.351 4.722 -0.517
N3 -6.415 -1.665 4.217
C23 3.544 3.010 4.519
H57 -5.845 1.841 0.934
N4 3.364 0.808 5.190
H58 -3.921 -2.776 3.488
C24 -0.391 3.052 3.121
H59 3.254 -1.594 -2.874
H60 -5.749 -3.029 6.675
O5 -2.946 -2.859 5.339
H61 -7.098 -1.260 4.841
C25 2.848 -4.522 -0.553
H62 -1.844 4.650 -8.179
C26 -1.880 -0.620 2.562
H63 -1.844 -2.471 -1.614
H64 0.455 -1.482 -1.227
N5 1.137 -1.229 -0.526
H65 0.206 -3.125 -4.519
H66 -1.283 -4.052 5.629
H67 0.754 1.565 -5.579
H68 1.153 -0.855 -4.752
C27 0.560 -3.318 2.125
H69 5.104 1.699 0.546
O6 5.110 3.617 -0.494
C28 -7.029 -0.662 0.192
H70 4.807 -4.949 0.067
H71 -4.643 -3.804 4.715
O7 1.016 -3.638 0.804
C29 0.464 4.087 -3.574
C30 -1.063 -2.957 -2.200
H72 2.305 2.287 6.132
H73 -6.346 -0.990 3.470
H74 -0.942 1.167 0.743
N6 2.584 -0.993 -3.332
H75 -0.460 -3.626 -1.586
H76 4.524 -5.455 -1.529
H77 8.111 3.857 -1.622
H78 -5.574 -1.760 1.394
H79 0.122 2.954 2.165
H80 -7.198 0.316 -0.258
C31 2.568 2.001 5.114
H81 0.569 1.053 4.638
H82 0.338 1.921 -1.126
H83 3.843 -6.411 -0.131
H84 -4.239 1.361 1.529
H85 3.228 -1.634 -5.940
N7 7.639 4.738 -1.484
H86 1.611 1.481 3.261
N8 1.030 2.124 -4.785
C32 0.715 -2.618 -3.699
H87 -0.755 4.079 3.085
O8 -0.258 -1.974 -2.822
H88 -1.008 4.781 -5.657

Löwdin atomic charge list, values in e, 8 entries: atom 1 (H): 0.072, atom 2 (C): -0.359, atom 3 (H): 0.132, atom 4 (H): 0.078, atom 5 (H): 0.076, atom 6 (H): 0.077, atom 7 (H): 0.118, atom 8 (C): -0.044

=====

Which of them is the most stable? Correct choice: B.

=====

A.
CH6O3 | wB97M-V/def2-TZVPD

Properties
highest occupied orbital energy = -0.37813 Ha
structure (SMILES) = CO.OO
frontier orbital gap = 11.16 eV

Positions of all 10 atoms, in Å:
H1 1.195 -2.195 -1.360
C1 -0.044 1.415 1.213
H2 -0.187 -0.645 -2.733
O1 -0.554 1.426 2.523
O2 0.673 -1.379 -1.267
H3 -0.094 2.391 0.701
O3 -0.243 -1.527 -2.350
H4 1.004 1.078 1.162
H5 -0.010 2.032 3.043
H6 -0.655 0.696 0.656

Löwdin atomic charge list, values in e, 8 entries: atom 1 (H): 0.094, atom 2 (C): -0.188, atom 3 (H): 0.085, atom 4 (O): -0.120, atom 5 (O): -0.095, atom 6 (H): 0.077, atom 7 (O): -0.083, atom 8 (H): 0.077

=====

B.
CH6O3 | wB97M-V/def2-TZVPD

Properties
highest occupied orbital energy = -0.39665 Ha
structure (SMILES) = C=O.O.O
frontier orbital gap = 11.14 eV

Positions of all 10 atoms, in Å:
H1 -0.309 0.928 -0.287
H2 0.476 0.229 1.301
H3 0.232 -2.638 2.579
O1 0.405 2.549 -2.592
C1 -0.365 0.274 0.607
H4 0.798 2.398 -3.458
O2 -1.360 -0.371 0.797
H5 0.838 1.883 -2.045
O3 -0.029 -2.944 1.707
H6 -0.686 -2.308 1.391

Löwdin atomic charge list, values in e, 8 entries: atom 1 (H): 0.075, atom 2 (H): 0.085, atom 3 (H): 0.031, atom 4 (O): -0.062, atom 5 (C): -0.106, atom 6 (H): 0.037, atom 7 (O): -0.007, atom 8 (H): 0.015

=====

Which of them is the most stable? Correct choice: B.